Here is 15 unconnected molecules or ions with the total composition C60H160N10O25 from OMol25. Energies are from ωB97M-V/def2-TZVPD.

Calculated values
M, g/mol: 1422.0
Kohn-Sham gap, eV: 9.1
E_tot, eV: -130886.83377

```
! wB97M-V def2-TZVPD RIJCOSX def2/J DEFGRID3
* xyz 0 1
C 1.71 -7.70 3.38
O 1.22 -6.71 4.33
C 2.28 -5.73 4.71
C 2.55 -4.73 3.56
N 1.36 -4.19 3.01
C 1.42 -3.42 1.78
C 1.40 -4.35 0.53
O 0.31 -5.27 0.64
C -0.92 -4.63 0.43
H 0.90 -8.41 3.22
H 2.55 -8.23 3.82
H 2.16 -7.32 2.46
H 3.16 -6.33 4.92
H 1.92 -5.13 5.54
H 3.09 -5.18 2.72
H 3.15 -3.90 3.91
H 0.83 -5.03 2.81
H 2.37 -2.88 1.84
H 0.60 -2.71 1.76
H 2.30 -4.96 0.54
H 1.45 -3.81 -0.42
H -1.62 -5.45 0.51
H -1.06 -4.23 -0.58
H -1.13 -3.79 1.09
C 4.56 8.62 4.90
O 4.48 8.15 3.55
C 5.75 8.09 2.89
C 5.69 7.31 1.60
N 5.58 5.86 1.69
C 4.36 5.57 2.53
C 3.99 4.04 2.52
O 3.82 3.48 1.22
C 2.61 3.84 0.67
H 3.54 8.85 5.22
H 5.17 9.49 5.09
H 4.86 7.69 5.39
H 6.46 7.68 3.61
H 6.01 9.13 2.70
H 6.55 7.58 0.98
H 4.94 7.73 0.92
H 5.26 5.48 0.81
H 3.52 6.13 2.12
H 4.59 5.80 3.56
H 3.12 3.82 3.14
H 4.85 3.62 3.04
H 1.93 3.22 1.25
H 2.65 3.54 -0.38
H 2.39 4.90 0.65
C 2.92 2.06 -4.43
O 3.22 1.78 -5.82
C 4.40 2.43 -6.30
C 4.67 2.11 -7.78
N 3.55 2.64 -8.59
C 3.87 2.56 -10.04
C 2.73 3.12 -10.88
O 1.65 2.18 -10.83
C 0.53 2.54 -11.68
H 1.88 1.96 -4.11
H 3.25 3.03 -4.07
H 3.42 1.36 -3.77
H 5.27 2.17 -5.69
H 4.20 3.47 -6.06
H 4.81 1.03 -7.80
H 5.57 2.63 -8.10
H 2.69 2.21 -8.29
H 4.05 1.51 -10.27
H 4.73 3.20 -10.25
H 3.08 3.15 -11.92
H 2.36 4.07 -10.51
H 0.39 3.60 -11.46
H -0.41 2.06 -11.40
H 0.73 2.38 -12.74
C 4.45 6.18 -3.12
O 4.18 6.00 -1.73
C 3.39 7.05 -1.16
C 1.95 7.04 -1.76
N 1.29 5.73 -1.56
C 0.15 5.52 -2.45
C -0.57 4.17 -2.21
O 0.40 3.10 -2.35
C 0.05 1.98 -1.63
H 5.20 6.96 -3.24
H 3.62 6.33 -3.81
H 4.84 5.22 -3.47
H 3.82 8.03 -1.37
H 3.39 6.82 -0.10
H 2.03 7.20 -2.83
H 1.35 7.83 -1.30
H 1.99 5.00 -1.58
H 0.52 5.50 -3.47
H -0.57 6.34 -2.47
H -1.29 4.03 -3.01
H -1.14 4.21 -1.28
H -0.99 1.68 -1.80
H 0.22 2.05 -0.56
H 0.71 1.13 -1.82
C -6.61 -11.20 -2.25
O -5.49 -10.24 -2.22
C -5.11 -9.85 -3.56
C -3.94 -8.84 -3.43
N -4.37 -7.44 -3.38
C -3.28 -6.53 -3.23
C -3.71 -5.31 -2.46
O -4.11 -5.65 -1.10
C -4.50 -4.50 -0.33
H -6.84 -11.40 -1.20
H -6.32 -12.14 -2.73
H -7.48 -10.83 -2.78
H -6.01 -9.48 -4.06
H -4.91 -10.75 -4.15
H -3.23 -8.94 -4.26
H -3.32 -9.15 -2.59
H -5.01 -7.33 -2.61
H -2.99 -6.29 -4.25
H -2.39 -6.88 -2.70
H -4.48 -4.67 -2.89
H -2.84 -4.66 -2.49
H -3.62 -3.90 -0.09
H -4.79 -4.96 0.61
H -5.29 -3.84 -0.70
C -6.52 -6.74 6.88
O -6.78 -5.36 6.98
C -7.43 -4.84 5.90
C -6.63 -4.68 4.62
N -5.96 -3.37 4.59
C -5.17 -3.12 3.37
C -4.52 -1.75 3.48
O -4.03 -1.25 2.22
C -5.02 -0.76 1.31
H -5.75 -7.13 7.55
H -6.24 -7.12 5.90
H -7.44 -7.25 7.17
H -7.92 -3.94 6.27
H -8.27 -5.48 5.61
H -7.36 -4.56 3.82
H -5.93 -5.49 4.39
H -6.72 -2.70 4.63
H -5.82 -3.11 2.49
H -4.48 -3.93 3.14
H -3.61 -1.85 4.07
H -5.12 -1.02 4.03
H -5.52 -1.57 0.79
H -4.56 -0.14 0.54
H -5.80 -0.22 1.86
C 0.71 -0.49 -8.20
O 0.25 -0.56 -6.87
C -1.16 -0.64 -6.69
C -1.53 -0.72 -5.22
N -1.36 -2.04 -4.66
C 0.03 -2.37 -4.57
C 0.32 -3.73 -3.86
O -0.24 -4.81 -4.69
C 0.14 -6.09 -4.11
H 1.71 -0.08 -8.30
H 0.13 0.17 -8.84
H 0.76 -1.45 -8.71
H -1.72 -1.34 -7.31
H -1.59 0.29 -7.05
H -2.59 -0.56 -5.05
H -0.99 0.02 -4.63
H -1.85 -2.69 -5.27
H 0.61 -1.57 -4.10
H 0.43 -2.55 -5.57
H 0.03 -3.67 -2.81
H 1.40 -3.85 -3.83
H 1.21 -6.31 -4.14
H -0.32 -6.91 -4.66
H -0.10 -6.23 -3.06
C -2.31 2.00 2.18
O -2.17 3.34 2.44
C -0.92 3.92 2.05
C -1.05 5.49 2.18
N -1.62 6.15 1.00
C -3.05 5.75 0.81
C -3.62 6.47 -0.38
O -2.92 6.08 -1.57
C -3.49 6.90 -2.64
H -2.09 1.83 1.12
H -3.30 1.62 2.44
H -1.51 1.49 2.72
H -0.56 3.81 1.03
H -0.15 3.51 2.70
H -0.03 5.85 2.33
H -1.65 5.83 3.02
H -1.04 5.88 0.21
H -3.62 5.87 1.73
H -3.03 4.69 0.52
H -3.55 7.55 -0.21
H -4.70 6.32 -0.37
H -3.09 6.63 -3.62
H -3.22 7.94 -2.48
H -4.56 6.78 -2.80
C 3.74 -4.61 -2.08
O 3.97 -3.34 -1.41
C 3.18 -2.28 -2.04
C 3.48 -0.90 -1.29
N 2.89 -0.90 0.04
C 3.18 0.32 0.77
C 2.75 0.35 2.23
O 3.42 -0.61 3.08
C 4.85 -0.57 3.19
H 4.34 -5.41 -1.65
H 4.01 -4.53 -3.13
H 2.66 -4.81 -2.04
H 2.12 -2.48 -1.94
H 3.50 -2.16 -3.07
H 3.07 -0.11 -1.92
H 4.55 -0.68 -1.24
H 3.48 -1.54 0.55
H 2.55 1.01 0.22
H 4.18 0.74 0.66
H 1.66 0.27 2.19
H 3.06 1.31 2.65
H 5.41 -1.19 2.49
H 5.10 -0.95 4.18
H 5.13 0.48 3.24
C 1.29 5.54 10.00
O 1.18 4.15 9.70
C 0.02 3.56 10.38
C -0.12 2.07 10.12
N -0.48 1.87 8.78
C -0.52 0.45 8.43
C -0.42 0.32 6.94
O 0.66 1.07 6.37
C 0.54 1.30 5.01
H 0.34 6.07 9.94
H 1.93 6.09 9.32
H 1.64 5.78 11.01
H -0.90 4.01 10.02
H 0.01 3.60 11.47
H -0.87 1.60 10.76
H 0.86 1.67 10.38
H 0.30 2.29 8.30
H -1.46 -0.02 8.73
H 0.32 -0.12 8.81
H -1.35 0.71 6.53
H -0.42 -0.72 6.59
H 1.40 1.71 4.49
H -0.28 2.02 4.98
H 0.12 0.49 4.41
O -0.99 -2.75 4.21
H -1.19 -3.18 5.04
H -0.19 -3.18 3.91
O -4.78 -0.94 -2.44
H -3.94 -1.23 -2.08
H -4.76 0.02 -2.36
O 0.06 -1.41 -0.46
H 0.94 -1.05 -0.37
H -0.38 -1.17 0.36
O -1.17 -1.04 1.99
H -2.10 -1.19 1.80
H -1.02 -1.52 2.81
O -2.19 -1.70 -1.84
H -1.39 -1.73 -1.31
H -1.92 -2.07 -2.68
*
```